1.
Formula: C4H9N6
Source: the OMol25 dataset
Level of theory: wB97M-V/def2-TZVPD

Bonds (Å) are listed after each position.
CARTESIAN COORDINATES (ANGSTROEM)
1 N 3.26 -0.69 0.58  N2 1.309, H11 1.048, H12 1.077
2 N 2.04 -0.39 0.20  N1 1.309, C3 1.285, C10 1.526
3 C 1.24 -0.98 -0.61  N2 1.285, C4 1.453, H13 1.053
4 C -0.05 -0.31 -0.71  C3 1.453, N5 1.286, N9 1.506
5 N -0.89 -0.65 -1.62  C4 1.286, C6 1.393
6 C -2.21 -0.24 -1.47  N5 1.393, N7 1.292, H14 1.101
7 N -2.50 -0.16 -0.21  C6 1.292, N8 1.293
8 N -3.32 0.50 0.54  N7 1.293, H15 0.975, H16 1.061
9 N -0.02 0.70 0.40  C4 1.506, C10 1.370, H17 0.998
10 C 1.31 0.85 0.70  N2 1.526, N9 1.370, H18 1.105, H19 1.076
11 H 3.77 0.17 0.92  N1 1.048
12 H 3.83 -1.44 0.06  N1 1.077
13 H 1.48 -1.91 -1.05  C3 1.053
14 H -2.97 -0.01 -2.24  C6 1.101
15 H -3.50 -0.03 1.33  N8 0.975
16 H -4.03 1.17 0.12  N8 1.061
17 H -0.58 0.80 1.22  N9 0.998
18 H 1.48 0.98 1.78  C10 1.105
19 H 1.64 1.64 0.05  C10 1.076

The calculation puts the max |F| at 3.6 eV/A. The value obtained for the relative energy (zero: lowest compared OMol25 entry of this formula, charge and spin) is 266.4 kJ/mol. The charge is +1. As for the spin multiplicity: 1. The LUMO energy (spin up / spin down) is -4.61 / -4.61 eV. Its SMILES is NN1C=C(/N=C\N=[NH2+])NC1.


2.
Formula: C4H9N6
Source: the OMol25 dataset
Level of theory: wB97M-V/def2-TZVPD

Bonds (Å) are listed after each position.
CARTESIAN COORDINATES (ANGSTROEM)
1 H -3.57 1.48 0.03  N2 1.010
2 N -3.02 0.64 -0.01  H1 1.010, C3 1.217
3 C -1.82 0.47 0.05  N2 1.217, C4 1.542, N11 1.413
4 C -1.36 -0.98 -0.23  C3 1.542, C5 1.545, H12 1.089, H13 1.092
5 C 0.14 -1.17 0.06  C4 1.545, N6 1.361, N7 1.265
6 N 0.55 -2.45 -0.12  C5 1.361, H14 0.961, H15 1.062
7 N 0.88 -0.28 0.57  C5 1.265, N8 1.354
8 N 0.46 1.00 0.73  N7 1.354, N9 1.742, N11 1.392, H16 1.072
9 N 1.76 1.85 -0.07  N8 1.742, C10 1.227
10 C 2.72 1.19 -0.45  N9 1.227, H17 1.038, H18 1.033
11 N -0.75 1.39 0.18  C3 1.413, N8 1.392, H19 1.000
12 H -1.51 -1.23 -1.28  C4 1.089
13 H -1.87 -1.64 0.49  C4 1.092
14 H -0.10 -3.09 -0.43  N6 0.961
15 H 1.57 -2.68 -0.30  N6 1.062
16 H 0.56 1.32 1.75  N8 1.072
17 H 3.41 1.55 -1.13  C10 1.038
18 H 2.81 0.22 -0.08  C10 1.033
19 H -0.86 2.39 0.22  N11 1.000

The calculation puts the max |F| at 4.5 eV/A. The value obtained for the relative energy (zero: lowest compared OMol25 entry of this formula, charge and spin) is 273.0 kJ/mol. The charge is +1. As for the spin multiplicity: 1. The LUMO energy is -3.91 eV. Its SMILES is [H]/N=C1/CC(N)=N[N@@H+](N=C)N1.


3.
Formula: C4H9NO
Source: the OMol25 dataset
Level of theory: wB97M-V/def2-TZVPD

Bonds (Å) are listed after each position.
CARTESIAN COORDINATES (ANGSTROEM)
1 C -1.81 0.28 -0.39  C2 1.484, H7 1.090, H8 1.086, H9 1.091
2 C -0.59 0.32 0.45  C1 1.484, O3 1.397, C4 1.465, H10 1.092
3 O -1.09 0.03 1.73  C2 1.397, H11 0.962
4 C 0.43 -0.61 -0.02  C2 1.465, C5 1.829, N6 1.348, H12 1.097
5 C 1.82 0.32 -0.76  C4 1.829, N6 1.372, H13 1.092, H14 1.075
6 N 1.74 -0.54 0.30  C4 1.348, C5 1.372, H15 0.996
7 H -2.59 0.92 0.02  C1 1.090
8 H -1.55 0.58 -1.40  C1 1.086
9 H -2.17 -0.75 -0.43  C1 1.091
10 H -0.21 1.35 0.44  C2 1.092
11 H -0.37 -0.25 2.30  O3 0.962
12 H 0.13 -1.61 -0.34  C4 1.097
13 H 2.20 1.33 -0.58  C5 1.092
14 H 1.71 -0.05 -1.76  C5 1.075
15 H 2.36 -1.31 0.44  N6 0.996

The calculation puts the max |F| at 3.4 eV/A. The value obtained for the relative energy (zero: lowest compared OMol25 entry of this formula, charge and spin) is 378.9 kJ/mol. The charge is 0. As for the spin multiplicity: 1. The LUMO energy is 1.05 eV. Its SMILES is C[C@@H](O)[C@H]1CN1.


4.
Formula: C4H9NO
Source: the OMol25 dataset
Level of theory: wB97M-V/def2-TZVPD

Bonds (Å) are listed after each position.
CARTESIAN COORDINATES (ANGSTROEM)
1 C -2.85 0.17 -0.18  C2 1.322, H7 1.077, H8 1.040
2 C -1.64 0.16 0.35  C1 1.322, O3 1.541, H9 1.026
3 O -0.49 0.35 -0.66  C2 1.541, N4 1.464
4 N 0.67 -0.06 0.14  O3 1.464, C5 1.472, C6 1.445
5 C 1.48 1.15 0.29  N4 1.472, H10 1.127, H11 1.194, H12 1.115
6 C 1.19 -1.35 -0.27  N4 1.445, H13 1.095, H14 1.123, H15 1.124
7 H -3.86 0.13 0.19  C1 1.077
8 H -2.82 0.29 -1.22  C1 1.040
9 H -1.17 -0.24 1.17  C2 1.026
10 H 1.36 1.62 1.31  C5 1.127
11 H 2.65 0.94 0.38  C5 1.194
12 H 1.31 1.91 -0.51  C5 1.115
13 H 2.17 -1.50 0.19  C6 1.095
14 H 0.60 -2.19 0.18  C6 1.123
15 H 1.41 -1.38 -1.37  C6 1.124

The calculation puts the max |F| at 4.7 eV/A. The value obtained for the relative energy (zero: lowest compared OMol25 entry of this formula, charge and spin) is 481.1 kJ/mol. The charge is 0. As for the spin multiplicity: 1. The LUMO energy is 1.06 eV. Its SMILES is C=CON(C)C.


5.
Formula: C4H9NO
Source: the OMol25 dataset
Level of theory: wB97M-V/def2-TZVPD

Bonds (Å) are listed after each position.
CARTESIAN COORDINATES (ANGSTROEM)
1 C -1.26 -0.89 0.29  N2 1.453, H7 1.107, H8 1.098, H9 1.094
2 N -0.30 0.21 0.27  C1 1.453, C3 1.456, C4 1.454
3 C -0.93 1.42 -0.23  N2 1.456, H10 1.097, H11 1.094, H12 1.106
4 C 0.96 -0.12 -0.37  N2 1.454, C5 1.519, H13 1.099, H14 1.102
5 C 2.07 -0.61 0.53  C4 1.519, O6 1.208, H15 1.113
6 O 2.97 -1.27 0.07  C5 1.208
7 H -1.62 -1.16 -0.72  C1 1.107
8 H -2.13 -0.61 0.89  C1 1.098
9 H -0.81 -1.78 0.74  C1 1.094
10 H -1.82 1.65 0.36  C3 1.097
11 H -0.25 2.27 -0.13  C3 1.094
12 H -1.24 1.36 -1.29  C3 1.106
13 H 1.34 0.78 -0.89  C4 1.099
14 H 0.96 -0.91 -1.14  C4 1.102
15 H 2.05 -0.34 1.61  C5 1.113

The calculation puts the max |F| at 0.6 eV/A. The value obtained for the relative energy (zero: lowest compared OMol25 entry of this formula, charge and spin) is 175.2 kJ/mol. The charge is 0. As for the spin multiplicity: 1. The LUMO energy is 0.98 eV. Its SMILES is CN(C)CC=O.


6.
Formula: C4H9NO
Source: the OMol25 dataset
Level of theory: wB97M-V/def2-TZVPD

Bonds (Å) are listed after each position.
CARTESIAN COORDINATES (ANGSTROEM)
1 C -1.68 -0.97 -0.21  N2 1.435, H7 1.108, H8 1.095, H9 1.094
2 N -0.51 -0.49 0.47  C1 1.435, C3 1.455, C6 1.466
3 C -0.20 0.93 0.41  N2 1.455, C4 1.545, H10 1.097, H11 1.118
4 C 1.29 0.54 0.44  C3 1.545, O5 1.398, C6 1.536, H12 1.094
5 O 2.11 1.32 -0.39  C4 1.398, H13 0.959
6 C 0.81 -0.82 -0.08  N2 1.466, C4 1.536, H14 1.106, H15 1.094
7 H -1.69 -0.72 -1.29  C1 1.108
8 H -2.57 -0.54 0.26  C1 1.095
9 H -1.72 -2.06 -0.10  C1 1.094
10 H -0.63 1.57 1.20  C3 1.097
11 H -0.48 1.38 -0.57  C3 1.118
12 H 1.71 0.48 1.45  C4 1.094
13 H 1.45 1.95 -0.70  O5 0.959
14 H 0.84 -0.83 -1.19  C6 1.106
15 H 1.26 -1.74 0.30  C6 1.094

The calculation puts the max |F| at 1.0 eV/A. The value obtained for the relative energy (zero: lowest compared OMol25 entry of this formula, charge and spin) is 220.9 kJ/mol. The charge is 0. As for the spin multiplicity: 1. The LUMO energy is 1.02 eV. Its SMILES is CN1CC(O)C1.


7.
Formula: C4H9NO
Source: the OMol25 dataset
Level of theory: wB97M-V/def2-TZVPD

Bonds (Å) are listed after each position.
CARTESIAN COORDINATES (ANGSTROEM)
1 N -0.90 -0.61 -2.14  C2 1.455, H7 1.084, H8 1.084
2 C -0.23 0.31 -1.23  N1 1.455, C3 1.491, H9 1.142, H10 1.180
3 C -0.54 -0.23 0.13  C2 1.491, C4 1.484, C5 1.570, H11 1.000
4 C 0.38 -1.11 0.89  C3 1.484, C5 1.468, H12 1.119, H13 1.060
5 C 0.12 0.21 1.49  C3 1.570, C4 1.468, O6 1.455, H14 1.010
6 O 1.11 1.21 1.11  C5 1.455, H15 0.933
7 H -0.80 -0.34 -3.19  N1 1.084
8 H -1.97 -0.79 -2.14  N1 1.084
9 H -0.56 1.40 -1.25  C2 1.142
10 H 0.92 0.11 -1.39  C2 1.180
11 H -1.52 -0.32 0.26  C3 1.000
12 H 1.37 -0.67 0.58  C4 1.119
13 H 0.38 -2.09 1.29  C4 1.060
14 H -0.12 0.59 2.39  C5 1.010
15 H 1.32 1.60 1.93  O6 0.933

The calculation puts the max |F| at 4.8 eV/A. The value obtained for the relative energy (zero: lowest compared OMol25 entry of this formula, charge and spin) is 429.5 kJ/mol. The charge is 0. As for the spin multiplicity: 1. The LUMO energy is 1.00 eV. Its SMILES is NC[C@H]1C[C@H]1O.


8.
Formula: C4H9NO
Source: the OMol25 dataset
Level of theory: wB97M-V/def2-TZVPD

Bonds (Å) are listed after each position.
CARTESIAN COORDINATES (ANGSTROEM)
1 C 0.83 0.36 -1.26  C2 1.562, H7 1.097, H8 1.104, H9 1.097
2 C 0.32 -0.43 -0.01  C1 1.562, C3 1.561, C4 1.538, H10 1.099
3 C 1.09 -0.50 1.35  C2 1.561, H11 1.098, H12 1.092, H13 1.097
4 C -1.10 -0.03 0.40  C2 1.538, N5 1.370, O6 1.220
5 N -1.88 0.73 -0.43  C4 1.370, H14 1.007, H15 1.011
6 O -1.54 -0.33 1.50  C4 1.220
7 H 0.65 1.44 -1.23  C1 1.097
8 H 0.31 0.00 -2.17  C1 1.104
9 H 1.90 0.21 -1.48  C1 1.097
10 H 0.28 -1.47 -0.36  C2 1.099
11 H 0.46 -1.06 2.05  C3 1.098
12 H 2.04 -1.02 1.28  C3 1.092
13 H 1.23 0.48 1.82  C3 1.097
14 H -1.81 0.72 -1.43  N5 1.007
15 H -2.80 0.89 -0.03  N5 1.011

The calculation puts the max |F| at 0.5 eV/A. The value obtained for the relative energy (zero: lowest compared OMol25 entry of this formula, charge and spin) is 39.2 kJ/mol. The charge is 0. As for the spin multiplicity: 1. The LUMO energy is 0.87 eV. Its SMILES is CC(C)C(N)=O.


9.
Formula: C4H9NO
Source: the OMol25 dataset
Level of theory: wB97M-V/def2-TZVPD

Bonds (Å) are listed after each position.
CARTESIAN COORDINATES (ANGSTROEM)
1 C -1.41 0.98 -0.29  C2 1.511, H7 1.095, H8 1.098, H9 1.095
2 C -0.78 -0.05 0.61  C1 1.511, O3 1.448, C5 1.545, H10 1.093
3 O -0.95 -1.40 0.11  C2 1.448, C4 1.430
4 C 0.43 -1.49 -0.25  O3 1.430, C5 1.544, H11 1.110, H12 1.100
5 C 0.75 -0.20 0.53  C2 1.545, C4 1.544, N6 1.442, H13 1.094
6 N 1.50 0.91 -0.03  C5 1.442, H14 1.023, H15 1.019
7 H -2.50 0.90 -0.28  C1 1.095
8 H -1.13 1.99 0.05  C1 1.098
9 H -1.08 0.85 -1.32  C1 1.095
10 H -1.19 0.03 1.62  C2 1.093
11 H 0.59 -1.41 -1.34  C4 1.110
12 H 0.89 -2.43 0.10  C4 1.100
13 H 1.16 -0.42 1.52  C5 1.094
14 H 2.50 0.70 -0.03  N6 1.023
15 H 1.23 1.05 -1.00  N6 1.019

The calculation puts the max |F| at 0.6 eV/A. The value obtained for the relative energy (zero: lowest compared OMol25 entry of this formula, charge and spin) is 178.6 kJ/mol. The charge is 0. As for the spin multiplicity: 1. The LUMO energy is 1.03 eV. Its SMILES is C[C@H]1OC[C@H]1N.


10.
Formula: C4H9NO
Source: the OMol25 dataset
Level of theory: wB97M-V/def2-TZVPD

Bonds (Å) are listed after each position.
CARTESIAN COORDINATES (ANGSTROEM)
1 C -1.57 1.12 0.13  C2 1.511, H7 1.099, H8 1.092, H9 1.104
2 C -0.62 1.33 -1.03  C1 1.511, N3 1.324
3 N 0.19 0.31 -1.22  C2 1.324, C4 1.471, H11 1.012
4 C 0.28 -0.99 -0.53  N3 1.471, C5 1.556, H10 1.092, H12 1.094
5 C 1.08 -0.93 0.81  C4 1.556, O6 1.408, H13 1.101, H14 1.094
6 O 1.29 0.38 1.29  C5 1.408, H15 0.968
7 H -0.99 1.05 1.07  C1 1.099
8 H -2.26 1.96 0.22  C1 1.092
9 H -2.17 0.19 0.07  C1 1.104
10 H -0.74 -1.34 -0.35  C4 1.092
11 H 0.83 0.41 -2.01  N3 1.012
12 H 0.76 -1.69 -1.22  C4 1.094
13 H 2.03 -1.46 0.70  C5 1.101
14 H 0.50 -1.44 1.58  C5 1.094
15 H 1.48 0.95 0.54  O6 0.968

The calculation puts the max |F| at 0.6 eV/A. The value obtained for the relative energy (zero: lowest compared OMol25 entry of this formula, charge and spin) is 319.2 kJ/mol. The charge is 0. As for the spin multiplicity: 1. The LUMO energy is 0.81 eV.